[1]
Density functional theory data (the ωB97M-V functional and the def2-TZVPD basis) for 2 unconnected molecules or ions with the total composition C2H3NO2 at a distorted geometry.

Geometry as XYZ:
```
8
C2H3NO2 | OMol25 | the ωB97M-V functional and the def2-TZVPD basis
N 0.776 1.135 -0.627
C 1.275 0.384 0.163
O 1.604 -0.318 0.993
H 1.267 1.884 -1.080
C -1.216 -0.704 0.169
O -0.725 -1.602 -0.529
H -1.426 -1.040 1.281
H -1.555 0.261 -0.369
```

Properties
spin multiplicity = 1
relative energy (zero: lowest compared OMol25 entry of this formula, charge and spin) = 1.601 eV
HOMO energy = -10.00 eV
HOMO-LUMO gap = 10.7 eV
structure (SMILES) = N=C=O.C=O

[2]
Density functional theory data (the ωB97M-V functional and the def2-TZVPD basis) for a molecular structure, C2H3NO2 at a distorted geometry.

Geometry as XYZ:
```
8
C2H3NO2 | OMol25 | the ωB97M-V functional and the def2-TZVPD basis
C 0.838 -0.381 -0.013
O 0.956 1.004 -0.112
O -0.768 1.121 -0.355
C -0.702 -0.557 -0.023
N -1.685 -1.198 0.076
H -1.144 1.661 0.372
H 1.271 -0.893 -0.878
H 1.233 -0.757 0.935
```

Properties
spin multiplicity = 1
relative energy (zero: lowest compared OMol25 entry of this formula, charge and spin) = 6.447 eV
HOMO energy (spin up / spin down) = -9.77 / -9.85 eV
HOMO-LUMO gap (spin up / spin down) = 7.4 / 7.6 eV

[3]
Density functional theory data (the ωB97M-V functional and the def2-TZVPD basis) for 2 unconnected molecules or ions with the total composition C2H3NO2 at a distorted geometry.

Geometry as XYZ:
```
8
C2H3NO2 | OMol25 | the ωB97M-V functional and the def2-TZVPD basis
C -0.309 -0.647 0.933
C 0.660 2.487 -1.838
N -0.067 0.395 0.304
O 0.694 3.648 -2.085
O 0.141 1.592 0.414
H -0.432 -1.634 0.306
H -0.391 -0.717 1.941
H 1.139 1.706 -2.270
```

Properties
spin multiplicity = 1
relative energy (zero: lowest compared OMol25 entry of this formula, charge and spin) = 6.165 eV
HOMO energy (spin up / spin down) = -9.43 / -7.76 eV
HOMO-LUMO gap (spin up / spin down) = 10.2 / 7.2 eV

[4]
Density functional theory data (the ωB97M-V functional and the def2-TZVPD basis) for C2H3NO2 in the gas phase at a distorted geometry.

Geometry as XYZ:
```
8
C2H3NO2 | OMol25 | the ωB97M-V functional and the def2-TZVPD basis
O 2.058 -0.086 2.103
C 1.526 0.033 1.093
N 0.828 -1.065 0.038
C 0.584 0.461 0.057
O -0.575 1.086 0.407
H 0.136 -1.546 0.495
H 0.849 1.016 -0.849
H -1.039 0.558 0.999
```

Properties
spin multiplicity = 1
relative energy (zero: lowest compared OMol25 entry of this formula, charge and spin) = 3.123 eV
HOMO energy = -9.32 eV
HOMO-LUMO gap = 10.0 eV
structure (SMILES) = O=C1N[C@H]1O

[5]
Density functional theory data (the ωB97M-V functional and the def2-TZVPD basis) for 2 unconnected molecules or ions with the total composition C2H3NO2 at a distorted geometry.

Geometry as XYZ:
```
8
C2H3NO2 | OMol25 | the ωB97M-V functional and the def2-TZVPD basis
C 0.852 0.084 0.962
C -0.166 -0.017 0.050
N 1.811 0.052 1.627
O -1.427 0.439 0.351
O -0.059 -1.022 -0.924
H 0.371 1.861 -0.915
H -1.826 0.381 -0.496
H 0.445 -1.778 -0.654
```

Properties
spin multiplicity = 1
relative energy (zero: lowest compared OMol25 entry of this formula, charge and spin) = 5.029 eV
HOMO energy (spin up / spin down) = -10.30 / -8.78 eV
HOMO-LUMO gap (spin up / spin down) = 9.5 / 7.9 eV

[6]
Density functional theory data (the ωB97M-V functional and the def2-TZVPD basis) for C2H3NO2S in the gas phase at a distorted geometry.

Geometry as XYZ:
```
9
C2H3NO2S | OMol25 | the ωB97M-V functional and the def2-TZVPD basis
N -2.834 -0.991 -1.808
C -2.059 -0.485 -1.147
C -0.653 0.248 -0.139
S -0.139 -0.842 1.192
O -0.877 -0.497 2.358
O -0.117 -2.193 0.747
H -1.160 1.134 0.067
H -0.022 0.531 -1.001
H 1.123 -0.184 1.357
```

Properties
spin multiplicity = 1
relative energy (zero: lowest compared OMol25 entry of this formula, charge and spin) = 4.299 eV
HOMO energy = -12.27 eV
HOMO-LUMO gap = 12.2 eV
structure (SMILES) = N#CC[SH](=O)=O

[7]
Density functional theory data (the ωB97M-V functional and the def2-TZVPD basis) for C2H3NO2S in the gas phase at a distorted geometry.

Geometry as XYZ:
```
9
C2H3NO2S | OMol25 | the ωB97M-V functional and the def2-TZVPD basis
N -1.000 -2.409 -0.789
C -0.999 -1.319 -0.368
C -0.837 0.170 0.157
S 0.974 0.475 0.086
O 1.830 -0.396 0.854
O 1.255 0.634 -1.315
H -1.096 0.485 1.231
H -1.253 0.774 -0.587
H 1.127 1.587 0.732
```

Properties
spin multiplicity = 1
relative energy (zero: lowest compared OMol25 entry of this formula, charge and spin) = 3.073 eV
HOMO energy = -11.74 eV
HOMO-LUMO gap = 11.7 eV
structure (SMILES) = N#CC[SH](=O)=O

[8]
Density functional theory data (the ωB97M-V functional and the def2-TZVPD basis) for 2 unconnected molecules or ions with the total composition C2H3NO2S2 at a distorted geometry.

Geometry as XYZ:
```
10
C2H3NO2S2 | OMol25 | the ωB97M-V functional and the def2-TZVPD basis
S 1.348 0.856 -2.046
C 0.289 1.062 -0.887
C -0.574 1.303 0.040
S -2.031 0.304 0.186
H -0.359 1.889 0.994
H -1.522 -0.487 -0.759
O -0.038 -1.085 1.925
N 0.701 -0.753 1.063
O 0.941 -1.748 0.176
H 1.243 -1.342 -0.691
```

Properties
spin multiplicity = 1
relative energy (zero: lowest compared OMol25 entry of this formula, charge and spin) = 4.714 eV
HOMO energy = -8.50 eV
HOMO-LUMO gap = 7.5 eV
structure (SMILES) = S=C=CS.O=NO

[9]
Density functional theory data (the ωB97M-V functional and the def2-TZVPD basis) for C2H3NO2S3 in the gas phase at a distorted geometry.

Geometry as XYZ:
```
11
C2H3NO2S3 | OMol25 | the ωB97M-V functional and the def2-TZVPD basis
O -1.655 -0.198 1.545
S -1.511 -0.371 0.149
O -2.506 -1.154 -0.508
C 0.394 -0.977 -0.236
C 1.118 0.276 -0.011
S 2.708 0.432 0.583
N 0.508 1.443 -0.199
S -1.089 1.532 -0.874
H 0.251 -1.522 -1.199
H 0.723 -1.702 0.505
H 1.060 2.241 0.243
```

Properties
spin multiplicity = 1
relative energy (zero: lowest compared OMol25 entry of this formula, charge and spin) = 0.000 eV
HOMO energy = -9.06 eV
HOMO-LUMO gap = 8.2 eV
structure (SMILES) = O=S1(=O)CC(=S)NS1

[10]
Density functional theory data (the ωB97M-V functional and the def2-TZVPD basis) for a molecular structure, C2H3NO3 at a distorted geometry.

Geometry as XYZ:
```
9
C2H3NO3 | OMol25 | the ωB97M-V functional and the def2-TZVPD basis
C 1.300 0.013 -0.015
C -0.609 0.909 -0.111
N -0.442 -0.469 -0.620
O 2.266 -0.639 -0.084
O 0.787 1.124 0.360
O -0.908 -1.317 0.433
H -0.660 1.665 -0.923
H -1.196 0.881 0.819
H -0.538 -2.168 0.142
```

Properties
spin multiplicity = 1
relative energy (zero: lowest compared OMol25 entry of this formula, charge and spin) = 4.735 eV
HOMO energy = -8.85 eV
HOMO-LUMO gap = 9.6 eV

- Number 2 is which compound?
  C2H3NO2